1.
Formula: C16H52BO16
Source: the Open Molecules 2025 dataset
Level of theory: ωB97M-V with the def2-TZVPD basis set

The geometry in ORCA input format:
```
! RIJCOSX wB97M-V def2-TZVPD def2/J DEFGRID3
* xyz -1 1
B 0.14436 -0.19492 -0.03865
H -0.41838 0.71715 -0.16392
H 0.90262 -0.31220 -0.79727
H 0.66054 -0.10610 0.90471
H -0.58945 -0.98348 -0.10143
C -5.70906 0.40170 2.94940
C -6.39851 -0.36049 1.85101
O -7.36301 0.33134 1.17602
O -4.82456 1.37813 2.38446
H -5.38223 -0.35164 3.66618
H -6.41479 0.99981 3.52586
H -6.89344 -1.25393 2.23171
H -5.74737 -0.63865 1.02231
H -6.94540 0.88290 0.51044
H -4.09737 0.88979 1.99164
C -0.31108 -3.44118 -4.31284
C -1.74853 -2.98569 -4.24227
O -1.78665 -1.64323 -3.80477
O 0.32884 -3.54040 -3.05539
H 0.31875 -2.78364 -4.91207
H -0.41700 -4.45289 -4.70441
H -2.15114 -3.68705 -3.51145
H -2.35780 -3.16692 -5.12774
H -1.31288 -1.67756 -2.97053
H 0.25727 -2.70776 -2.58295
C 0.36761 -1.88252 6.46816
C 1.32488 -2.89429 5.82001
O 1.39014 -4.13138 6.45118
O 0.87067 -1.31124 7.68288
H -0.61068 -2.25498 6.77200
H 0.22392 -1.19421 5.63528
H 2.34645 -2.51418 5.81830
H 1.11365 -3.08667 4.76812
H 1.86518 -4.06126 7.28246
H 1.51809 -1.88751 8.09563
C -4.18705 4.19458 -3.96762
C -2.90181 4.62975 -3.26270
O -2.46756 5.84553 -3.87632
O -4.66950 2.95168 -3.56625
H -3.93484 4.28745 -5.02396
H -4.91792 4.93345 -3.63897
H -2.11218 3.88679 -3.37491
H -3.06298 4.82151 -2.20188
H -1.74971 6.18898 -3.33935
H -3.96186 2.31933 -3.71109
C -2.91680 -5.73523 1.69897
C -1.75043 -6.73384 1.58645
O -1.32830 -7.21059 2.88180
O -2.49817 -4.57127 2.24838
H -3.69714 -6.19765 2.30340
H -3.34919 -5.57580 0.71118
H -0.97542 -6.19185 1.04450
H -2.03536 -7.60629 0.99845
H -1.20284 -6.38045 3.34734
H -2.05189 -4.03285 1.59070
C 2.75777 2.96660 4.48547
C 1.61641 3.65316 3.78734
O 1.78256 3.57997 2.35270
O 2.65018 3.20150 5.91446
H 3.68280 3.31458 4.02577
H 2.72680 1.87738 4.45799
H 1.47993 4.69258 4.08580
H 0.68253 3.18701 4.10147
H 1.22751 2.84569 2.08007
H 2.11053 2.54580 6.36215
C 3.02334 3.32565 -6.07983
C 3.09927 1.82403 -5.85155
O 4.20030 1.16721 -6.43204
O 2.86977 3.63567 -7.49256
H 3.94484 3.83138 -5.79145
H 2.09546 3.66619 -5.62029
H 2.24542 1.40989 -6.38776
H 2.96054 1.47765 -4.82741
H 4.11360 0.89494 -7.34853
H 3.60529 3.20215 -7.93150
C 6.24549 0.57387 -0.85635
C 6.66384 2.07050 -0.79523
O 5.59756 2.94417 -1.10656
O 5.33990 0.26416 0.20083
H 7.17111 0.03476 -0.65464
H 5.93797 0.01927 -1.74291
H 7.45245 2.20805 -1.53502
H 6.99038 2.38106 0.19724
H 4.84087 2.74603 -0.54999
H 4.50249 0.54133 -0.17803
*
```

Output
Calculated total energy, eV: -50864.108
HOMO level, eV: -5.50
Relative energy (zero: lowest compared OMol25 entry of this formula, charge and spin), kcal/mol: 124.3


2.
Formula: C3H12NOS2
Source: the Open Molecules 2025 dataset
Level of theory: ωB97M-V with the def2-TZVPD basis set

The geometry in ORCA input format:
```
! RIJCOSX wB97M-V def2-TZVPD def2/J DEFGRID3
* xyz 0 2
N -1.89238 1.47505 -1.22876
C -2.54362 0.70143 -0.19183
C -3.66548 1.37829 0.45196
C -1.41431 0.36292 0.87614
S -0.00820 -0.44864 0.06617
S 5.53402 0.05688 0.06526
H -2.61675 1.54655 -1.97885
H 6.59802 -0.61895 0.22911
H -0.97119 1.00746 -1.48530
H -2.63817 -0.37466 -0.49000
H -4.49484 1.66118 -0.22939
H -4.22445 0.99836 1.33422
H -3.25392 2.39200 0.66538
H -1.02044 1.29870 1.29450
H -1.66673 -0.44192 1.61886
H 5.39289 -0.01865 -1.26610
H -1.25668 -2.22383 -0.26872
H -2.01525 -3.50896 -0.21580
O -2.15731 -2.55379 0.05913
*
```

Output
Calculated total energy, eV: -28511.290
<S²>: 0.753
HOMO level (alpha / beta), eV: -9.10 / -8.92
Relative energy (zero: lowest compared OMol25 entry of this formula, charge and spin), kcal/mol: 0.0


3.
Formula: C4H13NO2
Source: the Open Molecules 2025 dataset
Level of theory: ωB97M-V with the def2-TZVPD basis set

The geometry in ORCA input format:
```
! RIJCOSX wB97M-V def2-TZVPD def2/J DEFGRID3
* xyz 0 1
C 1.23476 -2.02812 -0.16662
C 0.01996 -1.13877 -0.54462
N -0.59393 -0.57949 0.65562
C -0.16701 0.71115 1.16272
C -0.56050 1.91397 0.26191
H 1.51876 -2.89535 -0.78594
H 2.11199 -1.42239 0.00663
H 0.27277 -0.24172 -1.13782
H -1.58711 -0.55498 0.46012
H 0.93427 0.64857 1.15037
H -0.51186 0.79826 2.20211
H 0.23914 2.29240 -0.39228
H -1.09434 2.70112 0.81391
H -1.25888 1.42675 -0.44013
H 2.97813 1.31583 -0.66235
H 0.81481 -2.37922 0.76415
O 2.16002 0.95837 -0.29700
H -0.62482 -1.83246 -1.09513
H -3.35796 0.40583 -0.93397
O -2.52822 -0.09974 -1.02169
*
```

Output
Calculated total energy, eV: -9935.343
HOMO level, eV: -8.82
Relative energy (zero: lowest compared OMol25 entry of this formula, charge and spin), kcal/mol: 204.2